Record 1
This record from OMol25 describes one molecule with the formula C4H9NOS2 at a distorted geometry. The level of theory is ωB97M-V/def2-TZVPD.

HOMO level: -8.3378 eV
LUMO level: 0.603 eV
charge: 0
gap between HOMO and LUMO: 8.94 eV
energy above the lowest of the compared OMol25 structures with the same formula, charge and spin: 101.7 kJ/mol

XYZ file:
```
17
Properties=species:S:1:pos:R:3:nbo_charge:R:1
C 1.817 1.795 0.450 -0.4336
N 1.835 0.352 0.584 -0.6090
C 0.781 -0.417 0.906 0.4050
S 0.962 -1.965 1.457 -0.1973
O -0.420 0.162 0.777 -0.5470
C -0.875 0.542 -0.549 -0.2333
S -1.005 -0.846 -1.654 0.2135
C -2.148 -1.895 -0.758 -0.7630
H 1.928 2.102 -0.625 0.1998
H 2.650 2.181 1.033 0.2132
H 0.917 2.265 0.925 0.2239
H 2.762 -0.067 0.657 0.4189
H -0.196 1.203 -1.022 0.1962
H -1.879 0.998 -0.398 0.2151
H -3.117 -1.431 -0.637 0.2132
H -1.701 -2.195 0.205 0.2499
H -2.313 -2.784 -1.351 0.2343
```



Record 2
This record from OMol25 describes one molecule with the formula C4H9NOSSi at a distorted geometry. The level of theory is ωB97M-V/def2-TZVPD.

HOMO level: -9.3855 eV
LUMO level: 0.709 eV
charge: 0
gap between HOMO and LUMO: 10.09 eV
energy above the lowest of the compared OMol25 structures with the same formula, charge and spin: 0.0 kJ/mol

XYZ file:
```
17
Properties=species:S:1:pos:R:3:nbo_charge:R:1
C -1.486 1.839 -0.280 -0.2377
O -1.039 0.702 0.425 -0.9006
Si 0.133 -0.375 0.207 2.0063
C 0.215 -1.527 1.673 -1.1310
C 1.904 0.276 0.152 -1.1411
N -0.182 -1.282 -1.251 -0.8478
C -0.824 -1.113 -2.259 0.2178
S -1.404 -0.974 -3.665 0.0352
H -0.727 2.246 -1.036 0.1755
H -1.799 2.560 0.448 0.1875
H -2.417 1.679 -0.836 0.1819
H -0.321 -2.418 1.525 0.2436
H 1.282 -1.694 1.935 0.2436
H -0.287 -0.963 2.473 0.2454
H 2.230 0.902 -0.599 0.2342
H 2.166 0.786 1.127 0.2427
H 2.556 -0.644 -0.040 0.2444
```



Record 3
This record from OMol25 describes a 2-piece molecular cluster, C4H9NOSe overall at a distorted geometry. The level of theory is ωB97M-V/def2-TZVPD.

HOMO level: -7.6533 eV
LUMO level: 0.591 eV
charge: 0
gap between HOMO and LUMO: 8.24 eV
energy above the lowest of the compared OMol25 structures with the same formula, charge and spin: 231.1 kJ/mol

XYZ file:
```
16
Properties=species:S:1:pos:R:3:nbo_charge:R:1
C -0.401 0.292 -3.774 0.8586
C 0.928 -0.939 1.623 -0.6311
C -1.714 0.819 -1.106 -1.0222
C -0.189 -0.029 1.149 -0.5576
N 0.434 1.138 -3.875 -0.7858
O -1.031 -0.675 -3.790 -0.5057
Se 0.016 0.602 -0.709 0.7674
H 0.939 -1.866 1.051 0.2152
H 1.896 -0.453 1.515 0.2108
H 0.778 -1.180 2.674 0.2240
H -1.860 1.362 -2.033 0.1968
H -2.326 -0.077 -1.022 0.2054
H -0.241 0.887 1.743 0.2250
H -1.166 -0.517 1.186 0.2258
H 0.771 -0.725 -1.109 -0.0551
H 0.483 2.119 -3.719 0.4284
```



Record 4
This record from OMol25 describes an isolated ion of composition C4H9NP and charge +1. The level of theory is ωB97M-V/def2-TZVPD.

HOMO level: -14.2583 eV
LUMO level: -4.404 eV
charge: +1
gap between HOMO and LUMO: 9.85 eV
energy above the lowest of the compared OMol25 structures with the same formula, charge and spin: 100.5 kJ/mol

XYZ file:
```
15
Properties=species:S:1:pos:R:3:nbo_charge:R:1
C 1.688 0.969 -1.020 -0.3122
C 0.927 -0.096 -0.825 -0.2569
C 0.659 -0.720 0.519 -0.4701
C -0.769 -0.549 1.015 -0.2785
N -1.810 -0.259 0.005 -0.7576
P -1.603 1.070 1.270 0.7928
H 2.152 1.494 -0.201 0.2052
H 1.894 1.345 -2.007 0.2252
H 0.521 -0.634 -1.674 0.2052
H 0.873 -1.790 0.445 0.2486
H 1.335 -0.308 1.269 0.2496
H -1.068 -1.328 1.713 0.2612
H -2.645 -0.850 -0.006 0.4525
H -1.443 -0.113 -0.940 0.4548
H -0.709 1.770 0.437 -0.0197
```



Record 5
This record from OMol25 describes one molecule with the formula C4H9NS at a distorted geometry. The level of theory is ωB97M-V/def2-TZVPD.

HOMO level: -8.7882 eV
LUMO level: 0.907 eV
charge: 0
gap between HOMO and LUMO: 9.70 eV
energy above the lowest of the compared OMol25 structures with the same formula, charge and spin: 129.7 kJ/mol

XYZ file:
```
15
Properties=species:S:1:pos:R:3:nbo_charge:R:1
N -0.757 0.348 -2.330 -0.8172
C 0.025 0.584 -1.112 -0.2294
C 0.184 -0.642 -0.277 -0.4179
C 0.696 -0.426 1.151 -0.2706
C -0.163 0.204 2.137 -0.4949
S 1.292 1.233 1.774 0.0620
H -1.559 -0.256 -2.049 0.3511
H -0.097 -0.121 -2.925 0.3499
H 0.982 1.114 -1.191 0.2047
H -0.565 1.233 -0.540 0.1799
H -0.840 -1.114 -0.251 0.1953
H 0.843 -1.391 -0.778 0.2021
H 1.266 -1.296 1.491 0.2291
H -0.268 -0.288 3.111 0.2283
H -1.040 0.817 1.788 0.2275
```



Record 6
This record from OMol25 describes one molecule with the formula C4H9NS at a distorted geometry. The level of theory is ωB97M-V/def2-TZVPD.

HOMO level: -8.2407 eV
LUMO level: 1.087 eV
charge: 0
gap between HOMO and LUMO: 9.33 eV
energy above the lowest of the compared OMol25 structures with the same formula, charge and spin: 106.7 kJ/mol

XYZ file:
```
15
Properties=species:S:1:pos:R:3:nbo_charge:R:1
C 0.471 1.951 2.649 -0.6631
C 0.487 1.631 1.238 0.1241
N 0.172 0.493 0.743 -0.5724
S 0.275 0.223 -0.964 0.3629
C -0.503 -1.384 -1.080 -0.5429
C -0.435 -1.948 -2.459 -0.6216
H -0.384 2.588 2.807 0.2312
H 0.409 1.024 3.193 0.2307
H 1.396 2.451 2.866 0.2241
H 0.866 2.469 0.567 0.1402
H -1.554 -1.335 -0.751 0.2146
H 0.086 -1.941 -0.320 0.2224
H 0.601 -2.048 -2.824 0.2144
H -0.938 -2.931 -2.533 0.2241
H -0.949 -1.244 -3.131 0.2112
```



Record 7
This record from OMol25 describes C4H9NS as an isolated structure at a distorted geometry. The level of theory is ωB97M-V/def2-TZVPD.

HOMO level (spin up / spin down): -7.4358 / -7.6863 eV
LUMO level (spin up / spin down): 0.082 / 0.181 eV
charge: 0
gap between HOMO and LUMO (spin up / spin down): 7.52 / 7.87 eV
energy above the lowest of the compared OMol25 structures with the same formula, charge and spin: 900.4 kJ/mol

XYZ file:
```
15
Properties=species:S:1:pos:R:3:nbo_charge:R:1
C 1.153 0.032 0.430 -0.3092
C -0.269 -1.291 1.678 -0.1552
C -0.892 -0.915 -1.052 -0.7027
C -0.181 1.905 -1.100 -0.7311
N 0.911 -1.083 1.300 -0.6382
S -0.597 0.544 0.104 0.6927
H 1.623 1.518 1.817 -0.0843
H -0.415 -2.023 2.536 0.1420
H -1.200 -0.545 -2.023 0.2269
H 0.041 -1.372 -0.937 0.2301
H -1.694 -1.471 -0.411 0.2549
H -0.084 1.454 -2.057 0.2167
H -0.917 2.614 -1.035 0.2167
H 0.730 2.172 -0.719 0.2477
H 1.791 -1.538 1.469 0.3929
```



Record 8
This record from OMol25 describes one molecule with the formula C4H9NS at a distorted geometry. The level of theory is ωB97M-V/def2-TZVPD.

HOMO level: -9.1648 eV
LUMO level: 0.274 eV
charge: 0
gap between HOMO and LUMO: 9.44 eV
energy above the lowest of the compared OMol25 structures with the same formula, charge and spin: 258.0 kJ/mol

XYZ file:
```
15
Properties=species:S:1:pos:R:3:nbo_charge:R:1
H -1.807 -2.207 0.878 0.3134
N -1.357 -1.399 1.075 -0.6346
C -0.861 -0.930 -0.254 0.1142
C -0.012 0.243 -0.129 -0.1922
C 0.963 0.164 -1.288 -0.6426
C 0.638 0.464 1.234 -0.6389
S -1.105 1.672 -0.699 -0.0149
H -0.984 -1.539 -1.102 0.1931
H 1.496 1.168 -1.339 0.2269
H 0.692 -0.270 -2.330 0.2345
H 1.739 -0.524 -0.986 0.2149
H 0.830 1.543 1.356 0.2244
H 1.617 -0.011 1.195 0.2132
H -0.018 -0.025 2.047 0.2770
H -1.831 1.650 0.341 0.1116
```



Record 9
This record from OMol25 describes C4H9NS2 as an isolated structure at a distorted geometry. The level of theory is ωB97M-V/def2-TZVPD.

HOMO level: -8.5907 eV
LUMO level: 0.194 eV
charge: 0
gap between HOMO and LUMO: 8.78 eV
energy above the lowest of the compared OMol25 structures with the same formula, charge and spin: 421.5 kJ/mol

XYZ file:
```
16
Properties=species:S:1:pos:R:3:nbo_charge:R:1
C 0.165 0.531 1.311 -0.6532
C -0.277 0.699 -0.133 -0.2962
C -1.563 0.014 -0.700 -0.4705
C 0.801 0.409 -1.245 0.1559
H -0.057 -0.531 1.575 0.2534
H 1.062 1.057 1.489 0.2280
H -0.617 1.056 2.032 0.2113
H -0.399 1.786 -0.190 0.2130
H -2.412 0.445 -0.149 0.2250
H -1.618 0.241 -1.759 0.2177
H -0.110 -2.356 -0.450 0.1708
H 0.536 0.964 -2.130 0.1790
H 1.966 -0.784 1.618 0.0786
N 1.802 -0.306 -1.093 -0.6213
S -1.625 -1.826 -0.150 -0.1372
S 2.343 -1.398 -0.025 0.2458
```



Record 10
This record from OMol25 describes a 2-piece molecular cluster, C4H9O overall at a distorted geometry. The level of theory is ωB97M-V/def2-TZVPD.

HOMO level: -1.4866 eV
LUMO level: 4.142 eV
charge: -1
gap between HOMO and LUMO: 5.63 eV
energy above the lowest of the compared OMol25 structures with the same formula, charge and spin: 239.1 kJ/mol

XYZ file:
```
14
Properties=species:S:1:pos:R:3:nbo_charge:R:1
C -1.829 -0.341 0.873 0.1737
O -1.988 -1.619 1.299 -0.9409
C -1.305 -0.203 -0.664 -0.5873
C -0.446 0.268 0.511 -0.2889
C -0.260 1.778 0.680 -0.6444
H -2.590 0.359 1.250 0.0952
H 6.446 -2.788 -2.356 -0.0131
H -0.996 -1.166 -1.040 0.2039
H -2.080 0.282 -1.249 0.1954
H 5.726 -2.543 -2.372 0.0131
H 0.383 -0.318 0.850 0.2003
H -1.053 2.032 1.335 0.1952
H 0.644 2.102 1.131 0.1932
H -0.653 2.158 -0.247 0.2047
```



Record 11
This record from OMol25 describes a 2-piece molecular cluster, C4H9O overall. The level of theory is ωB97M-V/def2-TZVPD.

HOMO level: -2.2476 eV
LUMO level: 4.245 eV
charge: -1
gap between HOMO and LUMO: 6.49 eV
energy above the lowest of the compared OMol25 structures with the same formula, charge and spin: 81.1 kJ/mol

XYZ file:
```
14
Properties=species:S:1:pos:R:3:nbo_charge:R:1
C -1.235 1.135 3.019 -0.4770
C -0.200 0.937 2.223 -0.3107
H -1.986 1.895 2.822 0.1693
H -1.434 0.532 3.903 0.1666
H -0.033 1.483 1.307 0.2308
H 0.526 0.152 2.394 0.2010
C 0.516 -1.073 -1.255 -0.0133
O 0.627 -0.127 -0.291 -0.9725
C 0.571 -0.482 -2.676 -0.6406
H -0.435 -1.654 -1.177 0.0659
H 1.333 -1.840 -1.201 0.0627
H 0.393 -1.222 -3.473 0.1550
H 1.551 -0.029 -2.837 0.1794
H -0.194 0.293 -2.758 0.1834
```



Record 12
This record from OMol25 describes a 2-piece molecular cluster, C4H9O2 overall at a distorted geometry. The level of theory is ωB97M-V/def2-TZVPD.

HOMO level: -3.2741 eV
LUMO level: 3.765 eV
charge: -1
gap between HOMO and LUMO: 7.04 eV
energy above the lowest of the compared OMol25 structures with the same formula, charge and spin: 154.6 kJ/mol

XYZ file:
```
15
Properties=species:S:1:pos:R:3:nbo_charge:R:1
C 0.821 -2.222 -1.931 -0.6173
C -0.540 -2.571 -1.724 -0.6235
H 1.445 -3.062 -2.209 0.1890
H 0.966 -1.490 -2.700 0.2040
H 1.436 -1.818 -0.996 0.2193
H -1.175 -2.674 -2.527 0.1972
H -0.713 -3.552 -1.078 0.1832
H -1.178 -1.884 -0.990 0.2462
C 0.518 1.904 0.023 -0.7638
C -0.139 1.263 1.257 0.7774
O -1.258 0.904 0.845 -0.8215
O 0.433 1.344 2.318 -0.7638
H 0.936 1.277 -0.697 0.1852
H 1.234 2.580 0.518 0.1809
H -0.314 2.393 -0.378 0.2074
```